{
  "formula": "C12H78N2O27",
  "method": "ωB97M-V/def2-TZVPD",
  "elements": ["C", "O", "C", "C", "N", "H", "H", "C", "C", "O", "C", "H", "H", "H", "H", "H", "H", "H", "H", "H", "H", "H", "H", "H", "H", "C", "O", "C", "C", "N", "H", "H", "C", "C", "O", "C", "H", "H", "H", "H", "H", "H", "H", "H", "H", "H", "H", "H", "H", "H", "O", "H", "H", "O", "H", "H", "O", "H", "H", "O", "H", "H", "O", "H", "H", "O", "H", "H", "O", "H", "H", "O", "H", "H", "O", "H", "H", "O", "H", "H", "O", "H", "H", "O", "H", "H", "O", "H", "H", "O", "H", "H", "O", "H", "H", "O", "H", "H", "O", "H", "H", "O", "H", "H", "O", "H", "H", "O", "H", "H", "O", "H", "H", "O", "H", "H", "O", "H", "H"],
  "xyz": [[57.4500, 12.3500, -1.4420], [57.8870, 11.6010, -0.3360], [58.6370, 12.2670, 0.7050], [59.5570, 11.4010, 1.3980], [60.2760, 12.1250, 2.4680], [59.5480, 12.1020, 3.2190], [60.8300, 11.5400, 2.9520], [61.0440, 13.2650, 2.0890], [62.0680, 13.7520, 3.3300], [62.9740, 14.7090, 2.6830], [63.3660, 15.6450, 3.5540], [56.8090, 13.1080, -1.2310], [56.9050, 11.6050, -1.9570], [58.3070, 12.6880, -1.9360], [57.9010, 12.6140, 1.3910], [59.0360, 13.2030, 0.4430], [60.1370, 11.0860, 0.3840], [59.1810, 10.6250, 1.8250], [60.6780, 14.2130, 1.7100], [61.7100, 13.0060, 1.2450], [62.6380, 13.0800, 3.7080], [61.3840, 14.0760, 4.2220], [62.4770, 16.4310, 3.9340], [64.2360, 16.0870, 3.3450], [63.8640, 15.2260, 4.4780], [49.5540, 6.6740, 6.7140], [50.7400, 7.4170, 6.7220], [51.6870, 7.0320, 5.7700], [52.6070, 8.2400, 5.5400], [53.8350, 7.7900, 4.6990], [54.3670, 7.3080, 5.4820], [53.6010, 7.1860, 3.9250], [54.6390, 8.9020, 4.0980], [53.9590, 9.5710, 2.8480], [54.8300, 10.2780, 2.1050], [54.4390, 10.8490, 0.9370], [49.0510, 6.9430, 7.6860], [49.9240, 5.5670, 6.7760], [49.0050, 6.7190, 5.8200], [51.0460, 6.8510, 4.8030], [52.4850, 6.2200, 6.1680], [52.9330, 8.7410, 6.4980], [51.9350, 8.9790, 5.3620], [55.5780, 8.5350, 3.7380], [54.6430, 9.7010, 5.0270], [53.2130, 10.3090, 3.3050], [53.5320, 8.9530, 2.2220], [53.3620, 11.3400, 1.0280], [54.4490, 10.0070, 0.2010], [55.1910, 11.6730, 0.6340], [57.5990, 10.3290, 2.9800], [56.8630, 10.8130, 2.8040], [57.4930, 9.5380, 2.3540], [50.4470, 9.0080, 2.9890], [50.7200, 9.1220, 1.9920], [49.7900, 8.2630, 2.9700], [50.1250, 4.8070, 9.2400], [50.1870, 5.5650, 9.7710], [49.2250, 4.5730, 8.9990], [56.6280, 13.1270, 3.0930], [56.5930, 13.3780, 2.1590], [55.7440, 12.9070, 3.5490], [54.1520, 12.6780, 4.3350], [54.1660, 12.9760, 5.2300], [53.3220, 12.5920, 3.9610], [51.5110, 12.0260, 3.8310], [51.7510, 11.8840, 2.9660], [50.7740, 11.4620, 4.0930], [55.1530, 9.9730, 7.6850], [55.9310, 9.7850, 7.0720], [55.1500, 10.9460, 7.7750], [54.7460, 6.4360, 6.9780], [54.9970, 6.6790, 7.9140], [53.9350, 6.0610, 7.2690], [53.0470, 6.0850, 2.6420], [53.8520, 5.4710, 2.3030], [52.4200, 5.8610, 1.9530], [54.7970, 13.8180, -1.3230], [54.3450, 13.1120, -1.6870], [55.2260, 14.0610, -2.1690], [53.0120, 8.5790, -1.3350], [53.2880, 7.9230, -2.0470], [52.6070, 7.9440, -0.7200], [56.3140, 14.5130, 0.5940], [56.0250, 15.2740, 0.7800], [56.0150, 14.2750, -0.3310], [51.2570, 12.7340, -0.7640], [50.3910, 12.7900, -1.0590], [51.8780, 11.9550, -0.9850], [46.2670, 6.5550, 7.1990], [46.4840, 5.9000, 7.7670], [46.0700, 7.3740, 7.6850], [46.4340, 7.8570, 4.8240], [46.0250, 8.6070, 5.1730], [46.3090, 7.1660, 5.5410], [52.3550, 3.9590, 7.6790], [52.0230, 3.1090, 7.0430], [51.5770, 4.3690, 7.9370], [51.0370, 9.2790, 0.5170], [50.8390, 10.0980, 0.5770], [50.3900, 8.7740, 0.0580], [57.8710, 8.1400, 6.0980], [57.2970, 8.9540, 6.0040], [57.5100, 7.4240, 5.6740], [52.6940, 9.3000, 8.8880], [53.0490, 8.3650, 8.9210], [53.5240, 9.7280, 8.6350], [53.2920, 11.4190, -1.9770], [52.7810, 11.4060, -2.8440], [53.5220, 10.4860, -1.8270], [50.2100, 10.4930, 6.7100], [50.4330, 9.4810, 6.7890], [49.6660, 10.4770, 6.0060], [57.0490, 6.3570, 4.4320], [57.0340, 5.9050, 5.3310], [56.3960, 5.7110, 3.8290], [57.2000, 10.4090, 5.6680], [57.6800, 11.1230, 6.1150], [57.2850, 10.5020, 4.7380]],
  "lowdin_charge": [-0.064, -0.143, -0.229, -0.111, 0.084, 0.213, 0.138, -0.063, -0.096, -0.155, -0.187, 0.005, 0.099, 0.095, 0.073, 0.121, 0.217, 0.035, 0.139, 0.152, 0.046, 0.162, 0.166, 0.039, 0.107, -0.093, -0.220, -0.205, -0.101, 0.077, 0.121, 0.082, -0.051, -0.213, -0.210, -0.089, 0.112, 0.108, 0.061, 0.155, 0.140, 0.129, 0.064, 0.098, 0.179, 0.130, 0.064, 0.132, 0.089, 0.118, -0.029, -0.036, 0.142, -0.124, -0.006, 0.058, -0.017, 0.034, 0.059, -0.104, -0.018, 0.038, 0.011, 0.065, -0.027, -0.003, -0.020, 0.050, -0.079, 0.039, 0.072, -0.034, 0.120, 0.002, -0.080, 0.151, 0.049, -0.023, -0.019, 0.102, -0.085, 0.101, 0.035, 0.023, -0.061, 0.024, -0.071, -0.008, 0.024, 0.000, -0.005, 0.092, -0.073, -0.011, 0.015, -0.105, 0.169, -0.089, 0.083, -0.040, 0.095, -0.058, -0.033, -0.102, -0.070, 0.055, -0.015, -0.079, 0.124, 0.022, -0.027, 0.071, -0.051, -0.142, 0.077, 0.153, -0.036, 0.111, -0.003],
  "homo_ev": -14.12,
  "multiplicity": 1,
  "gap_ha": 0.34278,
  "relative_energy_kcal_mol": 0.0,
  "total_charge": 2
}